{
  "formula": "C19H20BrF6N3O5S2W",
  "method": "wB97M-V/def2-TZVPD",
  "gap_ha": [0.2066, 0.2263],
  "spin_multiplicity": 3,
  "e_above_lowest_kj_mol": 0.00,
  "homo_energy_ev": [-6.8059, -7.3407],
  "species": ["W", "Br", "S", "S", "F", "F", "F", "F", "F", "F", "O", "O", "O", "O", "O", "N", "N", "N", "C", "C", "C", "C", "C", "C", "C", "C", "C", "C", "C", "C", "C", "C", "C", "C", "C", "C", "C", "H", "H", "H", "H", "H", "H", "H", "H", "H", "H", "H", "H", "H", "H", "H", "H", "H", "H", "H", "H"],
  "coordinates": [[-0.56158, -0.15762, -0.46127], [-2.84847, -5.21050, 3.11623], [-3.23083, 1.58177, 0.64480], [-2.09827, 1.26132, -1.88287], [-3.43350, 4.03863, 1.84622], [-1.79736, 1.57184, -4.43734], [-2.16594, 3.50943, -3.34282], [-1.67364, 2.78000, 2.40813], [-3.86725, 2.00114, -3.82892], [-1.71203, 3.85710, 0.47947], [-2.26638, 0.54784, 1.09733], [3.52166, 3.52815, 4.08622], [-2.10960, -0.31433, -1.74707], [-0.72127, 1.72945, -1.49856], [-4.55738, 1.48947, 1.20003], [-3.17729, 1.91068, -0.92210], [3.85655, 1.37715, 4.92410], [0.49570, 0.73744, 1.32391], [1.78046, 0.48269, 3.28764], [0.83589, -0.00491, 2.45746], [-0.79706, -3.63908, 1.99546], [1.07374, 1.97850, 1.10785], [-1.19915, -2.09566, 0.17428], [2.76544, -1.83302, -2.75337], [1.81669, 0.39799, -3.49229], [1.97560, 2.47667, 2.01245], [-2.48505, 3.17911, 1.36510], [-2.13596, -3.92988, 2.00318], [3.22731, 2.33813, 4.10012], [-0.30183, -2.88210, 0.94916], [-2.56271, -2.36845, 0.16743], [-2.56077, 2.20026, -3.55208], [-3.02815, -3.24330, 1.13156], [2.33827, 1.71529, 3.12423], [0.89712, -0.94784, -1.42592], [0.55191, -1.73617, -3.83385], [1.48903, -0.99575, -2.84767], [0.94399, -1.66265, -4.85691], [0.61934, -2.86813, -3.56712], [1.47276, -1.68107, -0.80538], [0.77285, -2.83963, 0.71138], [-4.10632, -3.42838, 1.27353], [0.81181, 2.42366, 0.16417], [1.03626, 0.73735, -4.16734], [-0.30216, -4.30298, 2.73066], [2.35958, 3.48390, 1.94419], [-0.51886, -1.48083, -3.84326], [0.29721, -0.91447, 2.63757], [-3.32878, -2.03924, -0.52614], [3.22116, -2.05038, -3.72223], [1.91974, -0.06416, 4.21631], [3.54273, -1.37922, -2.05724], [4.04557, 0.42855, 4.61841], [4.67194, 1.70792, 5.41519], [2.57366, -2.86974, -2.31452], [2.68296, 0.31741, -4.15905], [1.95064, 1.15063, -2.66845]]
}